Record 1
Computed, not measured: C17H21N7O3S2 in the gas phase in a non-equilibrium geometry, with ωB97M-V/def2-TZVPD.

Lowest unoccupied orbital energy: 0.00111 hartree
Energy above the lowest of the compared OMol25 structures with the same formula, charge and spin: 2.48 kcal per mole
HOMO: -9.09 eV
SMILES: CCCc1nc(SCC(=O)Nc2nnc(CC)s2)c2c(=O)n(C)c(=O)n(C)c2n1

Positions of all 50 atoms, in Å:
C -2.3172 -3.9111 -1.6739
C -3.3538 -3.7500 -0.5708
C -2.7590 -3.1206 0.6986
C -2.3463 -1.7102 0.4506
N -1.1051 -1.5219 0.0236
C -0.7047 -0.2840 -0.2090
S 0.9165 0.0113 -0.7393
C 1.5366 -1.7198 -0.7060
C 1.7910 -2.1736 0.7068
O 1.1975 -3.0888 1.2236
N 2.7345 -1.4897 1.4393
C 3.5922 -0.4635 1.1570
N 4.1872 0.1721 2.1126
N 5.0264 1.1045 1.6927
C 5.1168 1.2188 0.4220
C 5.9812 2.1834 -0.2956
C 7.0208 1.4698 -1.1596
S 4.0843 0.0757 -0.4410
C -1.5728 0.8025 -0.0299
C -1.1533 2.1582 -0.2788
O -0.0346 2.4440 -0.6678
N -2.1332 3.1039 -0.0374
C -1.8137 4.5054 -0.2498
C -3.4218 2.8367 0.3948
O -4.2179 3.7280 0.5742
N -3.7520 1.5081 0.6083
C -5.0889 1.1853 1.0659
C -2.8634 0.4952 0.4135
N -3.2456 -0.7562 0.6561
H -1.9313 -2.9430 -1.9839
H -1.4831 -4.5131 -1.3215
H -2.7576 -4.3991 -2.5406
H -4.1803 -3.1287 -0.9226
H -3.7571 -4.7294 -0.3076
H -1.8782 -3.6852 1.0050
H -3.5090 -3.1284 1.4892
H 2.4437 -1.7283 -1.3076
H 0.7728 -2.3613 -1.1409
H 2.7700 -1.7673 2.4165
H 5.3549 2.8178 -0.9282
H 6.4713 2.8089 0.4517
H 7.6446 2.1991 -1.6692
H 6.5322 0.8476 -1.9067
H 7.6566 0.8389 -0.5431
H -1.9186 5.0542 0.6857
H -0.7880 4.5563 -0.6075
H -2.4969 4.9320 -0.9835
H -5.6418 2.1163 1.1669
H -5.0321 0.6693 2.0234
H -5.5739 0.5303 0.3434

List of natural (NBO) charges in e, atom by atom: number 1, C, carries -0.61; number 2, C, carries -0.38; number 3, C, carries -0.45; number 4, C, carries 0.50; number 5, N, carries -0.54; number 6, C, carries 0.15; number 7, S, carries 0.38; number 8, C, carries -0.66; number 9, C, carries 0.68; number 10, O, carries -0.57; number 11, N, carries -0.63; number 12, C, carries 0.23; number 13, N, carries -0.30; number 14, N, carries -0.24; number 15, C, carries 0.08; number 16, C, carries -0.45; number 17, C, carries -0.59; number 18, S, carries 0.29; number 19, C, carries -0.32; number 20, C, carries 0.67; number 21, O, carries -0.59; number 22, N, carries -0.45; number 23, C, carries -0.42; number 24, C, carries 0.80; number 25, O, carries -0.61; number 26, N, carries -0.42; number 27, C, carries -0.41; number 28, C, carries 0.48; number 29, N, carries -0.53; number 30, H, carries 0.20; number 31, H, carries 0.21; number 32, H, carries 0.21; number 33, H, carries 0.20; number 34, H, carries 0.21; number 35, H, carries 0.24; number 36, H, carries 0.23; number 37, H, carries 0.25; number 38, H, carries 0.28; number 39, H, carries 0.43; number 40, H, carries 0.22; number 41, H, carries 0.24; number 42, H, carries 0.22; number 43, H, carries 0.20; number 44, H, carries 0.21; number 45, H, carries 0.22; number 46, H, carries 0.24; number 47, H, carries 0.22; number 48, H, carries 0.25; number 49, H, carries 0.22; number 50, H, carries 0.22



Record 2
Computed, not measured: C8H9NOS in the gas phase in a non-equilibrium geometry, with ωB97M-V/def2-TZVPD.

Lowest unoccupied orbital energy (alpha / beta): 0.02755 / -0.03892 hartree
Energy above the lowest of the compared OMol25 structures with the same formula, charge and spin: 23.64 kcal per mole
HOMO (alpha / beta): -6.87 / -8.70 eV
2S+1: 3

Positions of all 20 atoms, in Å:
C -1.8318 2.2702 -1.3669
C -2.3448 0.9717 -0.9236
C -0.9923 2.6014 -0.3609
C -1.7417 0.6948 0.2775
C 0.5552 -1.3668 -0.0631
C 0.6842 -0.8026 1.3742
C -1.9666 -0.4473 1.1127
C 1.9745 -1.2554 -0.5417
N -0.4686 -1.6902 -0.6187
O -0.8573 1.6359 0.6123
S -0.9081 -0.8737 2.3782
H -2.1018 2.6704 -2.3664
H -3.0582 0.4018 -1.5823
H -0.3689 3.5229 -0.1799
H 1.4390 -1.3780 1.9333
H 0.9070 0.1427 1.1754
H -2.6528 -1.1870 0.7019
H 1.9266 -1.2189 -1.6339
H 2.3694 -2.2400 -0.1439
H 2.5918 -0.4658 -0.0342

List of natural (NBO) charges in e, atom by atom: number 1, C, carries -0.32; number 2, C, carries -0.25; number 3, C, carries 0.10; number 4, C, carries 0.20; number 5, C, carries 0.13; number 6, C, carries -0.52; number 7, C, carries -0.38; number 8, C, carries -0.66; number 9, N, carries -0.21; number 10, O, carries -0.43; number 11, S, carries 0.25; number 12, H, carries 0.25; number 13, H, carries 0.24; number 14, H, carries 0.21; number 15, H, carries 0.24; number 16, H, carries 0.21; number 17, H, carries 0.23; number 18, H, carries 0.24; number 19, H, carries 0.24; number 20, H, carries 0.23



Record 3
Computed, not measured: a molecular structure, C10H34BBa2N5O19P2 in a non-equilibrium geometry, with ωB97M-V/def2-TZVPD.

Net charge: +2
Lowest unoccupied orbital energy: -0.25560 hartree
HOMO: -14.31 eV

Positions of all 73 atoms, in Å:
Ba 0.5793 -3.6145 0.0391
Ba 3.4751 -1.3737 3.1614
B 3.2963 -3.0292 0.9520
H 2.6081 -3.3806 1.8091
H 3.2071 -3.7031 -0.0231
H 2.9208 -1.9744 0.6414
H 4.4031 -2.8937 1.3461
N 0.7632 0.0591 1.6454
O 0.4962 -1.1617 1.4122
O -0.1254 0.8348 1.8570
O 1.9808 0.3942 1.8184
C 4.0046 2.5483 0.2241
N 3.1298 3.7445 0.0467
O 3.6292 4.8226 0.2421
O 1.9847 3.5310 -0.3256
H 4.0262 2.3210 1.2861
H 4.9788 2.8506 -0.1494
H 3.6319 1.7085 -0.3478
C -2.1561 3.3733 2.3703
N -3.0483 4.0673 3.3186
O -2.8550 3.8603 4.5089
O -3.8386 4.8555 2.8618
H -1.7844 4.1022 1.6599
H -2.7363 2.6513 1.7873
H -1.4181 2.7906 2.8928
C -1.0483 -1.0165 4.4197
N -2.5188 -1.1196 4.1951
O -3.2161 -0.2715 4.6809
O -2.8902 -2.0483 3.4926
H -0.8768 0.0610 4.3999
H -0.5746 -1.4326 3.5375
H -0.7414 -1.3813 5.3933
C 0.7313 3.1925 4.8559
N 1.3410 4.2316 3.9897
O 0.9840 4.2641 2.8243
O 2.2299 4.8917 4.4733
H 1.5328 2.6614 5.3674
H 0.0864 2.5559 4.2713
H 0.1962 3.6742 5.6751
C -4.0694 -3.1008 -3.0513
O -3.9286 -2.1200 -1.9766
P -2.5262 -1.5152 -1.7139
O -1.4961 -2.4956 -1.2922
O -2.0698 -0.7821 -2.9993
C -2.7546 0.4106 -3.4242
O -2.8063 -0.3866 -0.6929
C -3.1812 -0.7211 0.6561
H -3.1072 -3.5149 -3.3382
H -4.5911 -2.6168 -3.8711
H -4.7136 -3.8879 -2.6686
H -3.7287 0.1679 -3.8605
H -2.1489 0.8764 -4.1932
H -2.9486 1.0889 -2.5967
H -3.5571 -1.7363 0.7726
H -3.9551 -0.0224 0.9678
H -2.3315 -0.5840 1.3236
C 0.7790 0.3031 -1.8885
O 1.3678 -0.2034 -3.0863
P 1.6192 -1.7165 -3.3747
O 1.7244 -2.6161 -2.2006
O 0.4269 -2.2066 -4.2568
C 0.2196 -1.7022 -5.5936
O 2.8659 -1.6288 -4.2986
C 3.8529 -2.6645 -4.3380
H 1.5034 0.9216 -1.3546
H 0.4650 -0.4985 -1.2181
H -0.0679 0.9308 -2.1480
H -0.0319 -2.5369 -6.2439
H 1.1058 -1.2093 -5.9853
H -0.6250 -1.0155 -5.5925
H 4.8454 -2.2366 -4.2613
H 3.7591 -3.2266 -5.2685
H 3.7159 -3.4014 -3.5433

List of Mulliken charges in e, atom by atom: number 1, Ba, carries 1.73; number 2, Ba, carries 1.66; number 3, B, carries -0.34; number 4, H, carries -0.09; number 5, H, carries -0.17; number 6, H, carries 0.14; number 7, H, carries -0.16; number 8, N, carries 0.26; number 9, O, carries -0.26; number 10, O, carries -0.16; number 11, O, carries -0.66; number 12, C, carries -0.52; number 13, N, carries 0.93; number 14, O, carries -0.50; number 15, O, carries -0.51; number 16, H, carries 0.12; number 17, H, carries 0.37; number 18, H, carries 0.12; number 19, C, carries -0.08; number 20, N, carries 0.99; number 21, O, carries -0.55; number 22, O, carries -0.55; number 23, H, carries 0.32; number 24, H, carries 0.24; number 25, H, carries -0.34; number 26, C, carries -0.36; number 27, N, carries 1.04; number 28, O, carries -0.52; number 29, O, carries -0.56; number 30, H, carries -0.01; number 31, H, carries 0.05; number 32, H, carries 0.40; number 33, C, carries -0.40; number 34, N, carries 0.93; number 35, O, carries -0.47; number 36, O, carries -0.54; number 37, H, carries 0.28; number 38, H, carries -0.19; number 39, H, carries 0.35; number 40, C, carries -0.69; number 41, O, carries -0.30; number 42, P, carries -0.03; number 43, O, carries -0.14; number 44, O, carries 0.32; number 45, C, carries -0.89; number 46, O, carries -0.16; number 47, C, carries -0.61; number 48, H, carries 0.32; number 49, H, carries 0.27; number 50, H, carries 0.28; number 51, H, carries 0.31; number 52, H, carries 0.32; number 53, H, carries 0.32; number 54, H, carries 0.43; number 55, H, carries 0.39; number 56, H, carries -0.06; number 57, C, carries -0.23; number 58, O, carries -0.33; number 59, P, carries 0.88; number 60, O, carries -0.43; number 61, O, carries -0.21; number 62, C, carries -0.67; number 63, O, carries -0.28; number 64, C, carries -0.71; number 65, H, carries 0.05; number 66, H, carries 0.09; number 67, H, carries 0.20; number 68, H, carries 0.28; number 69, H, carries 0.36; number 70, H, carries 0.17; number 71, H, carries 0.25; number 72, H, carries 0.29; number 73, H, carries 0.29



Record 4
Computed, not measured: a gas-phase ion, C3H6OP (charge +1) in a non-equilibrium geometry, with ωB97M-V/def2-TZVPD.

Net charge: +1
Lowest unoccupied orbital energy (alpha / beta): -0.25252 / -0.25787 hartree
Energy above the lowest of the compared OMol25 structures with the same formula, charge and spin: 81.19 kcal per mole
HOMO (alpha / beta): -13.57 / -13.06 eV

Positions of all 11 atoms, in Å:
C -1.0894 0.4421 0.0454
C 0.4714 -1.6942 -0.1025
C 0.0010 1.4343 -0.0039
O 1.5747 -0.8561 -0.0412
P 1.9280 0.6078 0.0769
H -1.6612 0.0539 -0.8107
H -1.4276 0.0961 1.0406
H -0.0848 -1.7641 0.8082
H 0.3543 -2.4946 -0.8169
H 0.0002 1.8689 -0.9620
H -0.0665 2.3060 0.7662

List of natural (NBO) charges in e, atom by atom: number 1, C, carries -0.26; number 2, C, carries -0.05; number 3, C, carries -0.80; number 4, O, carries -0.74; number 5, P, carries 1.39; number 6, H, carries 0.24; number 7, H, carries 0.21; number 8, H, carries 0.21; number 9, H, carries 0.23; number 10, H, carries 0.25; number 11, H, carries 0.31



Record 5
Computed, not measured: a molecular structure, C17H17F5KN3OS in a non-equilibrium geometry, with ωB97M-V/def2-TZVPD.

Lowest unoccupied orbital energy: -0.00646 hartree
Energy above the lowest of the compared OMol25 structures with the same formula, charge and spin: 0.00 kcal per mole
HOMO: -7.02 eV

Positions of all 45 atoms, in Å:
K -0.8284 0.6454 0.8181
C 3.9301 -0.7577 1.1048
C 2.5512 -0.6092 1.0227
N 1.9702 0.3657 0.3256
C 2.7557 1.2187 -0.3210
C 4.1451 1.1413 -0.3337
C 4.7374 0.1331 0.4221
C 4.9546 2.1127 -1.0868
C 4.7360 2.5158 -2.3384
C 3.6966 1.9978 -3.2506
C 3.3974 0.6429 -3.3618
C 2.4091 0.2932 -4.2638
N 1.7662 1.1915 -5.0058
C 2.1488 2.4488 -4.8397
N 3.0802 2.9057 -4.0136
H 4.3486 -1.5544 1.7019
H 1.8875 -1.2758 1.5573
H 2.2648 2.0189 -0.8645
H 5.8158 0.0472 0.4683
H 5.7873 2.5601 -0.5550
H 5.3440 3.3112 -2.7493
H 3.9110 -0.1064 -2.7794
H 2.1300 -0.7464 -4.3928
H 1.6479 3.1916 -5.4516
O -3.0289 0.1254 0.1202
S -4.1550 -0.8098 -0.2638
C -4.3859 -1.8531 1.2024
C -5.8459 -1.7470 1.6108
C -6.2016 -0.2768 1.4223
C -5.7004 0.0872 0.0271
H -3.7263 -1.3883 1.9370
H -4.0236 -2.8596 1.0077
H -5.9779 -2.0909 2.6361
H -6.4747 -2.3731 0.9722
H -5.6839 0.3278 2.1688
H -7.2686 -0.0811 1.5202
H -5.4507 1.1381 -0.1137
H -6.4020 -0.2102 -0.7530
F -1.6392 -0.2836 4.1129
C -0.5511 -0.6603 3.2767
F 0.5759 -0.4043 4.0909
C -0.6376 -2.1889 3.3231
F -0.6555 -2.7558 4.5401
F -1.7545 -2.6295 2.6887
F 0.4000 -2.7581 2.6600

List of natural (NBO) charges in e, atom by atom: number 1, K, carries 0.92; number 2, C, carries -0.23; number 3, C, carries 0.04; number 4, N, carries -0.47; number 5, C, carries 0.05; number 6, C, carries -0.13; number 7, C, carries -0.15; number 8, C, carries -0.16; number 9, C, carries -0.21; number 10, C, carries 0.20; number 11, C, carries -0.29; number 12, C, carries 0.07; number 13, N, carries -0.45; number 14, C, carries 0.25; number 15, N, carries -0.45; number 16, H, carries 0.23; number 17, H, carries 0.23; number 18, H, carries 0.19; number 19, H, carries 0.22; number 20, H, carries 0.22; number 21, H, carries 0.23; number 22, H, carries 0.23; number 23, H, carries 0.20; number 24, H, carries 0.18; number 25, O, carries -1.06; number 26, S, carries 1.23; number 27, C, carries -0.60; number 28, C, carries -0.41; number 29, C, carries -0.41; number 30, C, carries -0.61; number 31, H, carries 0.27; number 32, H, carries 0.25; number 33, H, carries 0.24; number 34, H, carries 0.20; number 35, H, carries 0.22; number 36, H, carries 0.22; number 37, H, carries 0.25; number 38, H, carries 0.23; number 39, F, carries -0.42; number 40, C, carries 0.08; number 41, F, carries -0.41; number 42, C, carries 0.87; number 43, F, carries -0.33; number 44, F, carries -0.36; number 45, F, carries -0.35



| no. | calculated total energy (hartree) |
| --- | --- |
| 1 | -2065.888944 |
| 2 | -838.244989 |
| 3 | -2862.586651 |
| 4 | -534.051807 |
| 5 | -2394.933655 |